Record 1
63
Properties=species:S:1:pos:R:3 method="wB97M-V/def2-TZVPD" e_tot_ha=-1261.62049 molar_mass_g_mol=384.52 relative_energy_kcal_mol=0.0 homo_ev=-10.3 lumo_energy_ha=0.009
C -9.59901 -8.03694 -7.00256
C -9.13976 -8.14104 -8.40331
N -8.84621 -8.12294 -9.50622
H -8.73699 -7.76144 -6.39330
H -9.97342 -9.00336 -6.66349
H -10.36388 -7.25082 -6.97804
C -9.50543 -11.00331 -11.10820
C -9.43947 -12.32022 -11.79707
N -9.42794 -13.35066 -12.27437
H -10.30404 -10.37999 -11.44692
H -8.58412 -10.43639 -11.31421
H -9.52757 -11.03312 -10.02278
C -7.12323 -6.35687 -11.51288
C -7.97199 -5.46932 -12.35219
N -8.55121 -4.67666 -12.92033
H -7.58643 -7.33207 -11.59587
H -7.20072 -6.00437 -10.50089
H -6.06966 -6.28888 -11.79468
C -13.24896 -8.42930 -17.83796
C -12.89026 -7.28333 -17.02327
N -12.69346 -6.40167 -16.33801
H -12.36232 -8.79763 -18.43248
H -14.03407 -8.17674 -18.58330
H -13.64546 -9.23231 -17.22433
C -10.68537 -12.46885 -15.10689
C -10.74747 -12.06216 -16.52531
N -10.80787 -11.77889 -17.64298
H -11.64982 -12.86323 -14.71474
H -10.42865 -11.58188 -14.52288
H -9.91050 -13.18328 -14.95930
C -15.22109 -7.15878 -13.76111
C -14.82665 -8.51118 -14.26341
N -14.42433 -9.52122 -14.63240
H -16.30315 -7.01881 -13.96175
H -14.69750 -6.38463 -14.34736
H -15.02927 -7.13094 -12.68572
C -15.50664 -5.69652 -9.36537
C -14.34751 -6.62392 -9.19907
O -14.01640 -6.99769 -10.54934
H -15.14760 -4.89532 -9.98638
H -15.82146 -5.21626 -8.43227
H -16.37015 -6.16542 -9.79098
H -14.54798 -7.51826 -8.60516
H -13.53328 -6.05599 -8.76534
H -13.23491 -7.58903 -10.53636
C -12.06805 -4.07654 -9.95517
C -10.77017 -4.76511 -9.52297
O -11.08636 -6.00091 -8.83347
H -12.73675 -3.64444 -9.21581
H -12.68556 -4.67599 -10.68060
H -11.90160 -3.21451 -10.59858
H -10.10739 -4.15091 -8.86176
H -10.12069 -4.91255 -10.41868
H -11.42188 -6.54701 -9.55033
C -11.00237 -8.29619 -13.66519
C -11.58998 -7.42484 -12.59080
O -11.49054 -8.01174 -11.22481
H -11.02422 -7.70609 -14.59151
H -11.60668 -9.19111 -13.85341
H -9.96053 -8.56523 -13.34580
H -12.62879 -7.29773 -12.80390
H -11.09506 -6.45247 -12.60531
H -10.55686 -7.86216 -10.94332

=====

Record 2
60
Properties=species:S:1:pos:R:3 method="wB97M-V/def2-TZVPD" e_tot_ha=-1158.80223 molar_mass_g_mol=348.48 relative_energy_kcal_mol=40.9 homo_ev=-9.4 lumo_energy_ha=0.003
C -1.65711 -1.27794 -7.05792
C -0.29339 -0.65846 -6.66760
C -0.10261 -0.05532 -5.30666
O 0.63492 -0.54529 -7.49265
H -1.80850 -0.88251 -8.06234
H -2.32338 -0.84474 -6.31193
H -1.65791 -2.36791 -7.06710
H -0.05241 1.02120 -5.46999
H 0.85054 -0.40104 -4.90658
H -0.93865 -0.16927 -4.61660
C 4.51897 -5.61222 -0.95441
C 3.71257 -4.99455 0.15019
C 3.66038 -3.43552 0.27561
O 3.00822 -5.68706 0.82965
H 4.75947 -4.89979 -1.74352
H 4.07666 -6.53247 -1.33600
H 5.48385 -5.91125 -0.54494
H 2.92542 -2.96646 -0.37856
H 4.58303 -2.87760 0.11576
H 3.28104 -3.12741 1.24991
C 0.66542 -0.04135 -1.11878
C -0.52940 0.43328 -0.26810
C -1.90173 -0.01215 -0.64458
O -0.29525 1.02481 0.83756
H 0.96686 -0.94573 -0.59025
H 1.50307 0.65420 -1.06738
H 0.24478 -0.29681 -2.09135
H -2.22991 0.57438 -1.50271
H -2.54533 0.39509 0.13518
H -1.98929 -1.09437 -0.74074
C -2.83860 3.33182 2.34128
C -2.58382 3.00083 3.80961
C -1.34935 3.62778 4.43778
O -3.25902 2.13921 4.33614
H -3.36894 2.48761 1.90064
H -1.94909 3.48311 1.72974
H -3.55826 4.14855 2.39732
H -1.53827 4.68164 4.64218
H -0.61859 3.58725 3.63004
H -0.96912 3.06371 5.28944
C 1.49782 5.34605 0.10647
C 2.33343 4.51014 1.06849
C 3.15920 3.45600 0.37447
O 2.41327 4.81966 2.28106
H 2.12804 6.17637 -0.21212
H 0.59035 5.70136 0.59469
H 1.23196 4.69762 -0.72838
H 3.93924 3.28631 1.11666
H 3.54459 3.68872 -0.61821
H 2.55311 2.55147 0.42511
C -2.59414 -2.38695 2.03778
C -2.42073 -3.08406 3.38250
C -3.13156 -2.58806 4.62063
O -1.82384 -4.16049 3.48759
H -2.55408 -1.31599 2.23658
H -3.53404 -2.69977 1.58299
H -1.78462 -2.74297 1.40058
H -2.56247 -2.67246 5.54642
H -4.11313 -3.04063 4.76137
H -3.38964 -1.55962 4.36800

=====

Record 3
69
Properties=species:S:1:pos:R:3 method="wB97M-V/def2-TZVPD" e_tot_ha=-1956.72668 molar_mass_g_mol=485.28 relative_energy_kcal_mol=0.0 homo_ev=-9.1 lumo_energy_ha=0.016
C 2.41388 -2.82694 1.06791
O 2.04004 -2.69425 -0.30226
B 0.94032 -3.36940 -0.75906
O 0.95379 -4.72290 -0.94219
C -0.43139 -2.55601 -0.95721
N -0.93631 -2.55736 0.42414
O -1.38319 -3.32840 -1.71144
C -2.21630 -2.49804 -2.36927
O -3.28087 -2.80295 -2.79912
O -1.66554 -1.27212 -2.49419
C -0.42385 -1.21691 -1.74754
C -0.35031 0.06649 -0.92849
C -1.56808 0.50720 -0.09766
C -2.74422 1.06330 -0.92040
C -3.89637 0.07800 -1.18207
C -5.23750 0.60509 -0.70456
O -6.19860 -0.45957 -0.60668
C -6.62806 -0.95998 -1.78809
C -7.25469 -2.31177 -1.62820
O -6.50033 -0.37898 -2.82895
P 0.99004 -1.34807 -3.03620
C 0.84685 0.27454 -3.87207
O 0.26141 -2.33844 -4.12347
H 3.05163 -1.97401 1.29835
H 2.98366 -3.74103 1.24461
H 1.53917 -2.78463 1.71897
H 0.13476 -5.14332 -0.66124
H -0.67609 -1.73414 0.94764
H -1.93707 -2.70968 0.45694
H 0.55376 0.00378 -0.31050
H -0.18006 0.89291 -1.61758
H -1.21007 1.30167 0.56227
H -1.94132 -0.27893 0.55845
H -2.37986 1.46530 -1.86862
H -3.13961 1.92416 -0.37064
H -3.70854 -0.87985 -0.68618
H -3.95695 -0.14137 -2.24673
H -5.62265 1.37510 -1.37493
H -5.15626 1.01034 0.30454
H -8.04300 -2.43147 -2.36803
H -7.64717 -2.46429 -0.62567
H -6.48344 -3.05940 -1.82547
H 1.09954 1.06458 -3.16425
H 1.60232 0.29510 -4.65863
H -0.14368 0.48277 -4.28495
H -0.55150 -1.96817 -4.49302
C 6.15069 1.19343 3.91936
O 5.38239 1.81456 2.91545
C 4.96585 0.93542 1.88994
C 3.62580 1.33465 1.31518
O 2.51180 1.09398 2.16467
C 2.35407 1.93035 3.30066
C 1.92333 3.34641 2.99149
O 2.98564 4.11219 2.45878
C 2.56797 5.10224 1.54888
H 7.15487 0.93751 3.56239
H 6.24111 1.89955 4.74289
H 5.66494 0.28231 4.28711
H 4.90381 -0.09269 2.26795
H 5.70125 0.95578 1.07370
H 3.45924 0.69301 0.44552
H 3.63713 2.37063 0.97114
H 3.24432 1.92605 3.93163
H 1.53933 1.47166 3.86659
H 1.57598 3.80742 3.92670
H 1.07921 3.32152 2.29054
H 1.92636 4.67956 0.76654
H 3.46200 5.51465 1.08489
H 2.02460 5.91189 2.04973

=====

Record 4
63
Properties=species:S:1:pos:R:3 method="wB97M-V/def2-TZVPD" e_tot_ha=-2603.56336 total_charge=+2 molar_mass_g_mol=530.99 relative_energy_kcal_mol=6.9 homo_ev=-13.7 lumo_energy_ha=-0.217
Pd -0.67035 -1.19639 -0.37022
C -1.86694 0.20212 2.44206
C -1.98852 1.53076 1.72127
S -2.01687 1.34026 -0.08470
C -3.64364 1.08281 -0.78454
C -4.11370 -0.36208 -0.53439
S -2.98004 -1.61900 -1.26322
C -3.19438 -3.03042 -0.12791
C -2.05970 -4.05058 -0.27292
S -0.32286 -3.49469 -0.06734
C -0.06526 -3.43018 1.73175
C -0.78874 -2.36389 2.54681
S -0.30856 -0.65290 2.14398
H -2.69266 -0.45920 2.17534
H -1.95473 0.43231 3.50656
H -1.15417 2.20602 1.92209
H -2.90560 2.04572 2.01073
H -3.53079 1.31297 -1.84508
H -4.35958 1.79521 -0.37251
H -5.08714 -0.46059 -1.01420
H -4.24437 -0.55858 0.52930
H -4.13177 -3.52503 -0.38310
H -3.27153 -2.64841 0.88899
H -2.07160 -4.48167 -1.27469
H -2.23203 -4.86656 0.43024
H 1.01479 -3.30804 1.81437
H -0.32066 -4.40792 2.14382
H -0.54757 -2.52382 3.59814
H -1.87057 -2.43652 2.44493
C 3.50113 0.05829 1.69745
C 3.47069 -0.97013 0.58107
C 4.58827 -1.97536 0.73295
O 2.16875 -1.68277 0.71715
B 1.34281 -1.05198 -0.13993
O 1.87285 -0.13051 -0.96603
C 3.34341 -0.33139 -0.84290
C 4.02485 1.00841 -0.99918
C 3.73924 -1.28192 -1.95802
H 3.39637 -0.44967 2.65561
H 2.68920 0.78142 1.59904
H 4.44849 0.59562 1.69906
H 4.60564 -2.35653 1.75317
H 5.54687 -1.49200 0.53980
H 4.47649 -2.81386 0.04988
H 3.64298 1.74498 -0.29477
H 3.86877 1.37961 -2.01104
H 5.09894 0.90129 -0.84286
H 3.24170 -2.24768 -1.85825
H 4.81593 -1.44523 -1.96117
H 3.45637 -0.84688 -2.91560
C -2.49227 4.19304 -1.71966
C -1.10601 3.90644 -1.14461
C -0.00447 4.56979 -1.94648
C -0.84990 2.39614 -1.08010
H -2.69409 5.26277 -1.73152
H -3.29524 3.73138 -1.14021
H -2.55702 3.83557 -2.75136
H -1.08132 4.27817 -0.11255
H 0.01287 4.19635 -2.97359
H 0.97730 4.38049 -1.50977
H -0.14711 5.64722 -1.98882
H 0.16278 2.19079 -0.71114
H -0.88572 1.94640 -2.08122